Computed, not measured: 11 unconnected molecules or ions with the total composition C38H103N5O11, with ωB97M-V/def2-TZVPD.

Each atom is followed by the atoms it is bonded to, with distances in Å.
Cartesian coordinates (Å):
1 C 2.940 0.470 -1.878  O2 1.465, H7 1.114, H8 1.107, H9 1.097
2 O 3.932 -0.503 -1.414  C1 1.465, C3 1.522
3 C 4.538 0.029 -0.122  O2 1.522, C4 1.514, H10 1.142, H11 1.123
4 C 5.932 -0.561 -0.113  C3 1.514, C5 1.522, N6 1.445, H12 1.115
5 C 6.600 0.036 1.117  C4 1.522, H13 1.105, H14 1.086, H15 1.125
6 N 6.683 -0.377 -1.333  C4 1.445, H16 1.032, H17 1.013
7 H 3.420 1.312 -2.424  C1 1.114
8 H 2.321 0.832 -1.035  C1 1.107
9 H 2.300 0.009 -2.640  C1 1.097
10 H 4.632 1.140 -0.369  C3 1.142
11 H 3.833 -0.185 0.726  C3 1.123
12 H 5.850 -1.658 0.066  C4 1.115
13 H 7.510 -0.467 1.493  C5 1.105
14 H 5.881 0.136 1.925  C5 1.086
15 H 6.892 1.088 0.845  C5 1.125
16 H 6.573 0.645 -1.426  N6 1.032
17 H 6.248 -0.893 -2.090  N6 1.013
18 C -2.515 -3.143 -4.720  O19 1.375, H24 1.167, H25 1.030, H26 1.068
19 O -2.405 -1.897 -4.149  C18 1.375, C20 1.425
20 C -3.602 -1.406 -3.552  O19 1.425, C21 1.569, H27 1.114, H28 1.076
21 C -3.454 0.106 -3.162  C20 1.569, C22 1.497, N23 1.435, H29 1.097
22 C -3.255 0.937 -4.392  C21 1.497, H30 1.076, H31 1.112, H32 1.088
23 N -2.440 0.254 -2.158  C21 1.435, H33 1.009, H34 1.006
24 H -3.442 -3.287 -5.414  C18 1.167
25 H -2.647 -3.809 -3.947  C18 1.030
26 H -1.631 -3.378 -5.271  C18 1.068
27 H -4.471 -1.411 -4.249  C20 1.114
28 H -3.894 -1.997 -2.702  C20 1.076
29 H -4.411 0.392 -2.709  C21 1.097
30 H -2.856 1.923 -4.230  C22 1.076
31 H -4.205 1.114 -4.943  C22 1.112
32 H -2.573 0.439 -5.077  C22 1.088
33 H -1.987 1.146 -2.292  N23 1.009
34 H -1.668 -0.390 -2.148  N23 1.006
35 C 1.375 5.960 4.640  O36 1.375, H41 1.095, H42 1.064, H43 1.064
36 O 0.133 6.549 4.627  C35 1.375, C37 1.387
37 C -0.289 7.360 5.671  O36 1.387, C38 1.536, H44 1.101, H45 1.094
38 C -1.726 7.872 5.503  C37 1.536, C39 1.548, N40 1.485, H46 1.114
39 C -2.034 8.665 4.210  C38 1.548, H47 1.059, H48 1.103, H49 1.078
40 N -2.078 8.652 6.718  C38 1.485, H50 1.012, H51 1.007
41 H 1.481 5.252 5.468  C35 1.095
42 H 2.130 6.697 4.776  C35 1.064
43 H 1.422 5.479 3.691  C35 1.064
44 H -0.405 6.768 6.592  C37 1.101
45 H 0.429 8.179 5.780  C37 1.094
46 H -2.505 7.076 5.480  C38 1.114
47 H -1.434 9.536 4.141  C39 1.059
48 H -3.110 8.900 4.273  C39 1.103
49 H -1.914 8.123 3.286  C39 1.078
50 H -1.840 9.636 6.722  N40 1.012
51 H -3.069 8.609 6.889  N40 1.007
52 C -1.285 -8.130 -0.940  O53 1.388, H58 1.075, H59 1.100, H60 1.136
53 O -0.683 -7.542 0.163  C52 1.388, C54 1.412
54 C -1.530 -7.387 1.282  O53 1.412, C55 1.592, H61 1.075, H62 1.110
55 C -2.481 -6.121 1.115  C54 1.592, C56 1.524, N57 1.470, H63 1.150
56 C -1.824 -4.939 0.412  C55 1.524, H64 1.115, H65 1.084, H66 1.085
57 N -2.950 -5.803 2.471  C55 1.470, H67 1.022, H68 1.065
58 H -0.523 -8.380 -1.656  C52 1.075
59 H -2.073 -7.457 -1.309  C52 1.100
60 H -1.755 -9.130 -0.672  C52 1.136
61 H -2.083 -8.303 1.387  C54 1.075
62 H -0.928 -7.127 2.177  C54 1.110
63 H -3.386 -6.503 0.517  C55 1.150
64 H -0.806 -4.671 0.780  C56 1.115
65 H -2.372 -4.020 0.587  C56 1.084
66 H -1.744 -5.065 -0.662  C56 1.085
67 H -2.259 -5.190 2.908  N57 1.022
68 H -3.832 -5.216 2.367  N57 1.065
69 C 2.096 3.564 -0.009  O70 1.365, H75 1.084, H76 1.106, H77 1.041
70 O 1.482 3.592 -1.229  C69 1.365, C71 1.423
71 C 0.837 4.751 -1.747  O70 1.423, C72 1.505, H78 1.116, H79 1.129
72 C -0.127 4.328 -2.822  C71 1.505, C73 1.557, N74 1.485, H80 1.100
73 C 0.654 3.566 -3.933  C72 1.557, H81 1.138, H82 1.091, H83 1.060
74 N -0.902 5.541 -3.185  C72 1.485, H84 1.023, H85 1.050
75 H 2.802 4.381 0.080  C69 1.084
76 H 2.583 2.571 0.008  C69 1.106
77 H 1.392 3.508 0.757  C69 1.041
78 H 0.247 5.392 -1.050  C71 1.116
79 H 1.630 5.429 -2.177  C71 1.129
80 H -0.638 3.474 -2.352  C72 1.100
81 H 1.463 4.233 -4.374  C73 1.138
82 H -0.060 3.408 -4.743  C73 1.091
83 H 1.068 2.645 -3.612  C73 1.060
84 H -1.804 5.506 -2.704  N74 1.023
85 H -0.931 5.431 -4.229  N74 1.050
86 C -4.721 -1.997 2.578  C87 1.521, H90 1.106, H91 1.088, H92 1.097
87 C -3.878 -0.760 2.310  C86 1.521, C88 1.507, O89 1.457, H93 1.102
88 C -4.654 0.499 2.018  C87 1.507, H94 1.109, H95 1.106, H96 1.129
89 O -3.062 -0.473 3.483  C87 1.457, H97 0.993
90 H -5.305 -1.804 3.498  C86 1.106
91 H -4.032 -2.798 2.837  C86 1.088
92 H -5.452 -2.292 1.816  C86 1.097
93 H -3.182 -0.799 1.457  C87 1.102
94 H -3.949 1.348 1.916  C88 1.109
95 H -5.355 0.797 2.820  C88 1.106
96 H -5.194 0.476 1.027  C88 1.129
97 H -2.130 -0.750 3.284  O89 0.993
98 C 2.841 -5.294 2.479  C99 1.535, H102 1.116, H103 1.112, H104 1.083
99 C 1.359 -4.899 2.409  C98 1.535, C100 1.524, O101 1.412, H105 1.125
100 C 0.631 -5.045 3.739  C99 1.524, H106 1.093, H107 1.133, H108 1.092
101 O 1.172 -3.571 1.965  C99 1.412, H109 0.990
102 H 3.066 -6.344 2.785  C98 1.116
103 H 3.342 -4.776 3.327  C98 1.112
104 H 3.324 -5.177 1.517  C98 1.083
105 H 0.833 -5.531 1.640  C99 1.125
106 H 0.502 -6.080 4.067  C100 1.093
107 H -0.428 -4.664 3.606  C100 1.133
108 H 1.194 -4.460 4.468  C100 1.092
109 H 1.807 -3.405 1.224  O101 0.990
110 C 1.033 0.305 -5.902  C111 1.487, H114 1.144, H115 1.071, H116 1.149
111 C 0.526 -1.090 -5.994  C110 1.487, C112 1.521, O113 1.451, H117 1.097
112 C 0.928 -1.897 -7.219  C111 1.521, H118 1.103, H119 1.096, H120 1.045
113 O 0.872 -1.881 -4.827  C111 1.451, H121 1.014
114 H 0.867 0.687 -4.837  C110 1.144
115 H 0.515 0.885 -6.639  C110 1.071
116 H 2.172 0.252 -6.036  C110 1.149
117 H -0.562 -0.951 -6.041  C111 1.097
118 H 2.029 -1.842 -7.256  C112 1.103
119 H 0.455 -1.443 -8.097  C112 1.096
120 H 0.556 -2.863 -7.074  C112 1.045
121 H 0.145 -1.669 -4.153  O113 1.014
122 C -1.728 4.465 0.592  C123 1.558, H126 1.081, H127 1.125, H128 1.055
123 C -1.808 4.707 2.129  C122 1.558, C124 1.487, O125 1.465, H129 1.103
124 C -1.577 3.524 3.000  C123 1.487, H130 1.113, H131 1.122, H132 1.096
125 O -0.771 5.732 2.274  C123 1.465, H133 0.961
126 H -2.158 5.358 0.161  C122 1.081
127 H -2.306 3.567 0.238  C122 1.125
128 H -0.735 4.325 0.265  C122 1.055
129 H -2.749 5.220 2.392  C123 1.103
130 H -1.660 3.870 4.055  C124 1.113
131 H -0.606 2.969 2.921  C124 1.122
132 H -2.322 2.722 2.943  C124 1.096
133 H -0.874 6.239 3.084  O125 0.961
134 C 1.548 -3.818 -2.054  C135 1.532, H138 1.154, H139 1.126, H140 1.058
135 C 2.870 -3.932 -1.288  C134 1.532, C136 1.540, O137 1.418, H141 1.076
136 C 4.043 -4.050 -2.279  C135 1.540, H142 1.106, H143 1.066, H144 1.132
137 O 3.009 -2.890 -0.336  C135 1.418, H145 0.956
138 H 1.667 -2.962 -2.819  C134 1.154
139 H 0.706 -3.578 -1.346  C134 1.126
140 H 1.418 -4.767 -2.503  C134 1.058
141 H 2.888 -4.863 -0.749  C135 1.076
142 H 4.123 -3.176 -2.951  C136 1.106
143 H 3.991 -4.996 -2.769  C136 1.066
144 H 4.994 -4.051 -1.666  C136 1.132
145 H 3.419 -2.111 -0.708  O137 0.956
146 C 1.619 -0.378 2.370  C147 1.538, H150 1.158, H151 1.113, H152 1.073
147 C 0.107 -0.274 2.107  C146 1.538, C148 1.519, O149 1.407, H153 1.104
148 C -0.156 0.059 0.649  C147 1.519, H154 1.100, H155 1.061, H156 1.064
149 O -0.519 -1.466 2.515  C147 1.407, H157 0.957
150 H 1.829 -0.520 3.499  C146 1.158
151 H 2.089 0.589 2.084  C146 1.113
152 H 2.172 -1.181 1.922  C146 1.073
153 H -0.284 0.505 2.784  C147 1.104
154 H 0.258 -0.626 -0.107  C148 1.100
155 H 0.014 1.077 0.404  C148 1.061
156 H -1.204 -0.041 0.498  C148 1.064
157 H -0.042 -2.235 2.203  O149 0.957

Properties
- Energy relative to the best compared isomer or geometry (same formula, charge and spin): 57.50 kcal/mol
- SMILES string: COC[C@H](C)N.COC[C@H](C)N.COC[C@H](C)N.COC[C@H](C)N.COC[C@H](C)N.CC(C)O.CC(C)O.CC(C)O.CC(C)O.CC(C)O.CC(C)O
- Gap between HOMO and LUMO: 9.77 eV
- E_tot: -2610.81704 Ha
- LUMO energy: 0.57 eV